1.
Computed, not measured: a cluster of 4 separate species, C21H45Cl3FNO2S in total, with the ωB97M-V functional and the def2-TZVPD basis.

Calculated values
HOMO energy = -10.170 eV
Kohn-Sham gap = 8.98 eV
E_tot = -79208.5025 eV
LUMO energy = -1.192 eV
Total charge = 0
SMILES = C/C(Cl)=C(/Cl)N(Cl)S(=O)(=O)F.CCCCCC.CCCCCC.CCCCCC
M = 501.02 g mol⁻¹

Each line ends with the Löwdin charge.
Element x y z (Å)
C 0.8167 -2.2433 -2.5771  -0.077
C 1.5757 -3.3081 -1.6661  -0.575
Cl 1.2742 -5.0950 -1.9320  0.627
C 2.4714 -2.9003 -0.6517  -0.738
Cl 3.3135 -4.1668 0.3784  0.600
N 2.7101 -1.4404 -0.4516  -0.614
Cl 2.1977 -0.9927 1.1366  0.756
S 4.4001 -1.0917 -0.6216  0.711
O 4.5428 0.4031 -0.6769  -0.302
O 5.2083 -1.5781 0.5426  -0.323
F 4.8612 -1.8069 -2.0584  -0.180
H 1.2657 -1.2056 -2.5298  0.086
H -0.3027 -2.2233 -2.3412  0.095
H 0.9216 -2.5958 -3.6622  0.077
C -1.3616 -1.0196 1.5067  -0.131
C -1.0990 0.0870 2.5193  -0.279
C -1.4221 -0.3216 3.9572  -0.224
C -2.8897 -0.6716 4.2202  -0.227
C -3.8902 0.4359 3.8849  -0.270
C -3.6953 1.6940 4.7200  -0.111
H -2.4163 -1.3024 1.4817  0.068
H -1.0861 -0.6853 0.5023  0.063
H -0.7711 -1.9097 1.7403  0.064
H -1.6615 0.9827 2.2396  0.096
H -0.0399 0.3631 2.4671  0.074
H -1.1135 0.4853 4.6301  0.102
H -0.8070 -1.1881 4.2269  0.110
H -2.9978 -0.9398 5.2774  0.110
H -3.1585 -1.5703 3.6555  0.101
H -4.9006 0.0538 4.0626  0.105
H -3.8411 0.6887 2.8215  0.099
H -3.7866 1.4721 5.7864  0.078
H -4.4552 2.4372 4.4633  0.068
H -2.7171 2.1480 4.5439  0.054
C -1.0520 4.8103 3.1868  -0.112
C -1.9415 5.9175 2.6382  -0.270
C -1.9131 7.1900 3.4857  -0.229
C -2.4282 7.0286 4.9189  -0.229
C -3.8591 6.5006 5.0388  -0.272
C -4.8958 7.4275 4.4184  -0.114
H -1.3750 4.4872 4.1791  0.059
H -1.0869 3.9377 2.5283  0.063
H -0.0126 5.1421 3.2531  0.077
H -2.9664 5.5487 2.5346  0.098
H -1.6032 6.1670 1.6267  0.105
H -2.4928 7.9662 2.9750  0.100
H -0.8839 7.5649 3.5290  0.109
H -2.3653 8.0008 5.4213  0.109
H -1.7605 6.3619 5.4745  0.100
H -4.0939 6.3783 6.1011  0.105
H -3.9399 5.5056 4.5907  0.091
H -4.8635 8.4157 4.8845  0.075
H -5.9000 7.0195 4.5617  0.070
H -4.7393 7.5475 3.3438  0.065
C 3.7044 -4.6648 -4.1170  -0.123
C 3.4718 -3.8660 -5.3928  -0.263
C 2.3483 -4.4325 -6.2625  -0.228
C 2.5885 -5.8479 -6.7953  -0.227
C 3.8618 -6.0212 -7.6253  -0.272
C 3.8688 -5.1842 -8.8973  -0.115
H 4.0141 -5.6902 -4.3326  0.075
H 4.4949 -4.2005 -3.5200  0.069
H 2.7963 -4.6994 -3.5077  -0.037
H 4.4033 -3.8028 -5.9630  0.100
H 3.2121 -2.8373 -5.1173  0.098
H 2.1755 -3.7512 -7.1023  0.102
H 1.4172 -4.4355 -5.6826  0.102
H 1.7253 -6.1400 -7.4045  0.110
H 2.6159 -6.5538 -5.9588  0.101
H 3.9517 -7.0763 -7.9031  0.105
H 4.7460 -5.7863 -7.0252  0.099
H 3.0171 -5.4366 -9.5344  0.075
H 4.7832 -5.3715 -9.4667  0.070
H 3.8308 -4.1147 -8.6778  0.065


2.
Computed, not measured: a structure of composition C8H24ClI2N2OP2Y, with the ωB97M-V functional and the def2-TZVPD basis.

Calculated values
Relative energy (zero: lowest compared OMol25 entry of this formula, charge and spin) = 286.8 kJ/mol
HOMO energy = -14.182 eV
Kohn-Sham gap = 6.74 eV
E_tot = -62044.0179 eV
LUMO energy = -7.438 eV
Total charge = +2
M = 604.41 g mol⁻¹

Each line ends with the natural charge from an NBO analysis.
Element x y z (Å)
I 0.2548 2.2036 -5.4740  0.054
I -0.2632 3.9462 -3.7347  0.013
Y 0.0152 0.0633 -0.6875  1.898
P -2.2973 -0.0515 -0.7937  0.519
C -3.2570 1.0585 0.3034  -0.902
C -2.9752 0.3041 -2.4578  -0.894
H -4.0605 0.1566 -2.4827  0.268
H -4.0564 -1.7414 -0.5610  0.268
H -2.4887 -0.3656 -3.1716  0.268
H -2.4835 -2.4341 -1.0743  0.269
H -2.9969 2.0978 0.0846  0.247
H -2.7385 1.3362 -2.7299  0.253
C -2.9712 -1.7120 -0.4143  -0.879
H -4.3335 0.9155 0.1633  0.271
H -2.7334 -1.9691 0.6213  0.253
H -2.9956 0.8531 1.3450  0.244
P 2.3291 -0.0272 -0.7891  0.512
C 3.2751 1.0907 0.3120  -0.904
C 3.0193 -1.6814 -0.4115  -0.879
H 2.5296 -0.3359 -3.1669  0.270
H 4.0935 0.2036 -2.4737  0.269
H 2.7585 1.3681 -2.7226  0.253
C 3.0066 0.3385 -2.4512  -0.891
H 2.5385 -2.4074 -1.0722  0.271
H 4.1047 -1.6999 -0.5583  0.269
H 4.3533 0.9571 0.1757  0.272
H 3.0117 0.8825 1.3526  0.245
H 2.7841 -1.9418 0.6238  0.253
H 3.0067 2.1277 0.0927  0.244
Cl 0.0263 -1.6368 -2.3614  -0.514
C -0.3603 -1.5602 4.0526  -0.434
N -0.0380 -0.2012 3.6661  -0.565
C 0.0673 0.2050 2.3703  0.805
N 0.3349 1.5027 2.0882  -0.793
O -0.0917 -0.5923 1.4545  -0.786
H -0.5029 -2.2286 3.1772  0.239
H -1.3002 -1.5585 4.6440  0.233
H 0.4585 -1.9692 4.6797  0.236
H 0.0984 0.4872 4.4218  0.424
H 0.4089 1.8278 1.1136  0.371
H 0.4678 2.1901 2.8444  0.446


Q: The highest LUMO energy belongs to which entry?
A: C21H45Cl3FNO2S


Q: Which of these has the highest E_tot?
A: C8H24ClI2N2OP2Y